1.
The following is a quantum chemistry calculation of a cluster of 11 separate species, C41H83NO22 in total, from OMol25.

Last column: Mulliken charge in e.
CARTESIAN COORDINATES (ANGSTROEM)
C  1.8755  1.4750  -3.9019  0.2710
N  1.5040  2.9484  -3.7458  1.0578
O  0.3517  3.2950  -3.5941  -0.5615
O  2.4503  3.7094  -3.7957  -0.5952
H  2.1559  1.2906  -2.8639  -0.3959
H  2.6857  1.3727  -4.6086  0.3663
H  0.9440  0.9920  -4.1880  -0.2076
O  -3.9295  0.6323  3.8479  -0.4818
C  -4.7128  1.4039  3.3494  0.5712
O  -5.9850  1.5222  3.7591  -0.3761
C  -6.4557  0.5485  4.6872  -0.1422
C  -6.1990  0.9073  6.1549  -1.0356
C  -4.2529  2.3743  2.3052  -0.3865
H  -6.0583  -0.4301  4.4187  0.2115
H  -7.5290  0.5483  4.4871  0.2928
H  -5.1324  1.1101  6.2645  0.2712
H  -6.4018  0.0530  6.7998  0.3389
H  -6.7779  1.7663  6.4845  0.3092
H  -4.7177  2.1840  1.3380  0.3934
H  -3.1721  2.3017  2.2910  -0.2608
H  -4.5613  3.3848  2.5793  0.3273
O  3.8181  1.5199  4.3170  -0.5919
C  3.3374  0.7594  3.5267  0.4304
O  2.1825  0.0849  3.6429  -0.1452
C  1.4134  0.2026  4.8310  -0.1911
C  0.5808  1.4911  4.8270  -1.1472
C  3.9322  0.5657  2.1498  -0.3498
H  2.0677  0.1790  5.7025  0.3992
H  0.6836  -0.6022  4.8909  0.1692
H  1.1128  2.4053  4.5672  0.3656
H  0.0339  1.6179  5.7618  0.4645
H  -0.2028  1.3718  4.0747  0.1927
H  4.7981  1.2212  2.1481  0.3495
H  3.1891  0.9100  1.4338  -0.2617
H  4.2783  -0.4605  2.0596  0.3217
O  4.6700  -0.6300  -0.5974  -0.5814
C  4.5384  0.0346  -1.5944  0.7664
O  4.5449  -0.4786  -2.8236  -0.3353
C  4.6414  -1.8640  -3.0733  -0.1297
C  6.0557  -2.2915  -3.3207  -1.2462
C  4.4438  1.5438  -1.5398  -0.5463
H  3.9896  -2.1448  -3.9066  0.3535
H  4.1709  -2.3925  -2.2355  0.2419
H  6.4996  -1.8547  -4.2178  0.2964
H  6.1284  -3.3684  -3.4741  0.3887
H  6.6654  -1.9558  -2.4801  0.3029
H  4.0977  1.8818  -2.5205  0.3431
H  5.3989  1.9856  -1.2761  0.5674
H  3.6453  1.8408  -0.8640  -0.4226
O  -3.1649  8.7672  3.5371  -0.5629
C  -1.9759  8.6197  3.6483  0.7882
O  -1.3042  7.5628  3.1659  -0.2802
C  -2.0252  6.6810  2.2975  -0.4547
C  -1.5695  5.2623  2.4135  -0.7786
C  -1.1646  9.6239  4.4250  -1.0346
H  -1.7752  7.0291  1.2921  0.2161
H  -3.1061  6.7905  2.3761  0.3499
H  -1.9803  4.5189  1.7280  0.3028
H  -1.5307  4.8109  3.4049  0.4020
H  -0.5367  5.2421  2.0368  0.1475
H  -0.1061  9.3564  4.4440  0.2937
H  -1.5024  9.6526  5.4577  0.3064
H  -1.2361  10.6087  3.9710  0.3021
O  1.2522  -9.2841  0.5111  -0.5624
C  2.3390  -8.8436  0.2191  0.6627
O  2.5285  -7.8747  -0.6652  -0.2901
C  1.4493  -7.2262  -1.3435  -0.3490
C  2.0716  -6.0027  -1.9909  -0.9415
C  3.6227  -9.3946  0.7829  -0.9559
H  0.5592  -7.0473  -0.7370  0.4299
H  1.0990  -7.9632  -2.0743  0.2296
H  1.2849  -5.4456  -2.5004  0.2299
H  2.7041  -6.3755  -2.8006  0.3405
H  2.7256  -5.4796  -1.2995  0.3623
H  3.4653  -9.5301  1.8520  0.3177
H  4.4313  -8.6770  0.6545  0.2939
H  3.8778  -10.3555  0.3436  0.2485
O  -1.6407  -4.1987  -4.5528  -0.5880
C  -2.5485  -4.7342  -3.9790  0.7523
O  -2.6976  -6.0661  -3.8411  -0.2901
C  -1.6224  -6.9732  -4.1978  0.3321
C  -2.3515  -8.3105  -4.1291  -1.2658
C  -3.6857  -3.9719  -3.3549  -0.9227
H  -0.8085  -6.8138  -3.4899  -0.2071
H  -1.2437  -6.7725  -5.1994  0.3026
H  -1.7069  -9.0662  -4.5894  0.3833
H  -3.2457  -8.2495  -4.7480  0.3534
H  -2.6560  -8.7020  -3.1616  0.3266
H  -3.4727  -2.9159  -3.1911  0.1479
H  -3.9943  -4.3871  -2.3985  0.3334
H  -4.5229  -3.9147  -4.0542  0.3375
O  -0.7029  -4.5682  3.8803  -0.5835
C  -0.1794  -3.6293  3.3435  0.6417
O  -0.8108  -2.5822  2.8455  0.0872
C  -2.2420  -2.4999  2.8498  -0.2434
C  -2.9009  -2.3261  4.2025  -0.9635
C  1.3158  -3.4844  3.1628  -0.7433
H  -2.5681  -3.4383  2.3887  0.4422
H  -2.4690  -1.7009  2.1460  0.1705
H  -2.9701  -3.2903  4.7034  0.4134
H  -3.8702  -1.8370  4.1588  0.0609
H  -2.3060  -1.6662  4.8394  0.2258
H  1.6098  -2.9180  2.2818  0.0775
H  1.8803  -4.4135  3.1801  0.4037
H  1.6614  -2.9342  4.0437  0.1146
O  1.1653  1.4669  -0.6772  -0.0649
C  0.3348  1.0388  0.0766  0.2047
O  -0.1065  -0.2231  0.1072  -0.1684
C  0.5931  -1.1122  -0.7487  0.3706
C  -0.2609  -2.3210  -1.1173  -0.8828
C  -0.2173  1.8612  1.2186  0.5311
H  1.5206  -1.5363  -0.3458  0.2709
H  0.9699  -0.5787  -1.6243  -0.2382
H  -0.6602  -2.7450  -0.1957  0.2149
H  0.3662  -3.0089  -1.6796  0.3113
H  -1.0940  -1.9608  -1.7207  0.0115
H  -0.0833  2.9085  0.9680  -0.2984
H  0.3154  1.5484  2.1127  -0.5181
H  -1.2694  1.6062  1.3405  0.2083
O  -3.1816  0.2778  -6.8470  -0.5723
C  -2.0484  0.1409  -6.4907  0.6898
O  -1.4675  0.6611  -5.4084  -0.2053
C  -2.2616  1.0917  -4.2874  -0.8369
C  -1.6960  0.3665  -3.0611  -0.3387
C  -1.0248  -0.5616  -7.3609  -0.9741
H  -3.3423  1.0190  -4.3880  0.3963
H  -2.0246  2.1501  -4.1846  0.3249
H  -0.9396  -0.3837  -3.2917  0.1363
H  -2.4510  -0.0218  -2.3811  0.5781
H  -1.0661  1.0963  -2.5413  -0.0885
H  -1.0814  -1.6168  -7.0665  0.2021
H  0.0043  -0.2247  -7.3688  0.2918
H  -1.4647  -0.6173  -8.3566  0.3443
O  2.5520  7.6005  1.0260  -0.5910
C  1.7676  7.8606  0.1367  0.7970
O  1.6292  7.1071  -0.9423  -0.3814
C  2.5519  6.0755  -1.1953  -0.5965
C  2.1377  4.7362  -0.5732  -0.4013
C  0.8692  9.0802  0.1625  -0.7711
H  3.5711  6.2468  -0.8391  0.3379
H  2.7136  5.9848  -2.2703  0.3736
H  2.7920  3.9326  -0.8950  -0.1834
H  1.0715  4.5680  -0.7281  0.2289
H  2.2577  4.7805  0.5131  0.5688
H  1.4556  9.8632  0.6383  0.3259
H  0.0048  8.7719  0.7493  -0.0003
H  0.6171  9.4465  -0.8290  0.3075

Force components x, y, z for each atom (eV/Å):
-1.317 1.142 0.864
0.595 0.017 -0.935
0.139 -0.524 0.107
0.023 0.175 0.186
0.010 -0.728 -0.280
0.073 0.124 0.010
0.231 -0.291 0.014
-0.178 -0.441 0.050
0.515 0.119 0.661
0.479 0.484 -0.718
-0.931 -0.220 0.530
0.703 -0.193 -0.618
-0.715 0.410 0.130
0.136 0.068 0.132
0.036 -0.192 0.101
-0.043 0.156 0.118
-0.239 -0.017 -0.070
-0.020 0.022 -0.064
0.169 -0.183 -0.043
-0.005 0.058 -0.288
0.072 0.006 0.061
-0.379 -0.123 1.061
0.248 0.518 -1.191
-0.304 -0.628 -0.111
-0.306 1.355 0.891
-0.516 -0.260 -0.501
0.176 0.275 1.182
0.083 -0.093 -0.050
0.423 -0.410 -0.306
0.328 -0.134 0.279
0.276 0.017 0.158
-0.030 0.017 0.000
0.051 -0.004 -0.336
0.140 -0.491 -0.357
-0.343 -0.044 -0.572
-0.165 -0.398 -0.063
0.652 -0.017 1.272
-0.420 1.231 -1.296
-0.887 -1.231 0.512
0.624 0.164 -0.025
-0.883 -0.379 -1.257
0.120 0.653 -0.225
0.500 0.003 0.181
-0.294 0.242 -0.022
-0.055 -0.039 0.347
0.109 -0.368 0.033
0.567 0.311 0.084
0.016 -0.009 0.071
0.247 -0.158 0.410
-0.227 -0.141 -0.384
-0.682 0.438 0.626
0.255 -0.082 0.300
-0.833 0.168 -1.122
2.010 -0.852 -0.238
1.200 -0.578 -0.153
-0.110 -0.064 -0.120
0.105 0.177 0.510
-0.927 0.496 0.016
-0.315 0.314 0.141
0.193 0.075 0.472
-0.058 -0.048 -0.050
-0.268 0.089 -0.070
-0.304 0.004 0.017
0.087 0.304 -0.121
-0.791 -1.045 0.144
0.767 0.661 0.234
-0.261 -0.735 -0.363
-0.228 -1.124 -0.806
0.060 0.713 0.380
0.455 0.200 0.570
-0.011 0.274 -0.279
0.138 0.549 0.394
0.179 0.112 0.064
-0.421 0.436 0.080
-0.008 -0.167 -0.034
0.091 -0.171 -0.152
-0.082 0.026 -0.128
0.610 -0.183 -0.190
-0.226 0.100 0.152
0.111 0.872 0.180
-1.192 0.041 0.409
0.888 -0.638 -0.815
-0.476 0.455 0.079
-0.009 -0.262 0.061
-0.161 0.098 -0.023
-0.081 -0.092 0.082
0.016 0.084 -0.032
0.216 0.499 0.267
0.652 -0.132 -0.063
-0.171 -0.265 -0.173
-0.119 -0.523 0.093
-0.382 -0.099 0.092
0.781 -0.831 -0.138
0.125 1.303 -0.110
-0.519 -0.857 -0.527
0.611 0.048 0.505
0.373 0.303 0.412
-0.275 0.095 0.063
0.094 0.167 0.205
-0.088 0.049 0.036
-0.083 -0.178 -0.350
0.102 -0.004 -0.083
-0.245 0.134 0.019
-0.491 -0.274 -0.019
0.068 0.166 -0.124
0.410 -0.068 -0.705
-0.002 0.524 1.316
0.274 -0.133 -0.042
0.834 -1.286 -1.149
-0.290 1.326 0.245
-0.414 -0.585 -0.869
-0.098 0.574 0.916
-0.491 0.062 -0.120
0.109 -0.341 -0.106
-0.203 -0.208 0.038
-0.076 -0.412 -0.116
0.070 0.051 0.270
0.082 0.208 0.048
-0.024 0.119 0.181
-0.761 -0.072 0.729
1.370 0.520 -1.369
-0.511 -0.342 0.298
0.735 0.414 0.558
0.581 0.819 0.335
-1.108 -1.116 -0.276
0.115 -0.484 -0.552
-0.169 0.041 -0.034
-0.542 -0.414 -0.456
0.026 -0.067 -0.034
-0.346 0.038 0.402
0.423 0.057 0.295
-0.071 0.237 0.255
0.294 0.433 -0.129
-0.434 0.176 -0.427
0.963 0.207 1.037
-0.482 0.399 -0.919
1.403 -1.834 0.038
-0.313 0.878 0.631
0.678 -0.423 -0.173
-0.253 0.792 0.435
-0.772 0.092 -0.076
-0.281 -0.125 -0.419
0.126 -0.449 -0.457
0.078 0.198 0.018
-0.295 -0.045 0.396
-0.175 0.484 -0.012
-0.316 -0.342 -0.043

Its strongest force on any atom is 2.3 eV/Å. The value obtained for the gap between HOMO and LUMO is 0.3821 Ha. The structure (SMILES) is C[N+](=O)[O-].CCOC(C)=O.CCOC(C)=O.CCOC(C)=O.CCOC(C)=O.CCOC(C)=O.CCOC(C)=O.CCOC(C)=O.CCOC(C)=O.CCOC(C)=O.CCOC(C)=O. The spin multiplicity is 1. For the molecular weight, the calculation gives 942.10 g/mol. As for the total energy: -3322.02122 hartree.

---

2.
The following is a quantum chemistry calculation of a structure of composition C14H26O3P2Ti, from OMol25.

Last column: Mulliken spin population.
CARTESIAN COORDINATES (ANGSTROEM)
Ti  -0.6147  -0.1623  -0.5577  1.4176
H  2.5941  3.6445  -1.0237  -0.0003
H  2.9307  3.3610  -0.4156  0.0003
P  -1.3668  1.7166  -2.2178  -0.0324
P  1.2683  -1.5881  -1.2586  -0.0246
C  1.1625  -3.3123  -0.7189  0.0039
H  2.0952  -3.8361  -0.9659  0.0012
H  1.0103  -3.3445  0.3691  -0.0034
H  0.3108  -3.8188  -1.1906  -0.0053
C  1.6759  -1.5858  -3.0237  0.0234
H  1.9980  -0.5795  -3.3258  0.0039
H  2.4875  -2.2975  -3.2123  0.0008
H  0.8000  -1.8613  -3.6267  -0.0082
C  2.7989  -1.0031  -0.4842  0.0232
H  2.6924  -0.9681  0.6062  0.0001
H  3.6185  -1.6792  -0.7514  -0.0016
H  3.0266  0.0089  -0.8402  -0.0002
C  -1.2083  1.7241  -4.0091  0.0014
H  -1.8574  2.5034  -4.4215  -0.0003
H  -0.1641  1.9309  -4.2725  0.0067
H  -1.4941  0.7428  -4.4031  -0.0016
C  -3.1128  1.4098  -1.8450  0.0299
H  -3.3319  1.5858  -0.7808  0.0022
H  -3.7048  2.1120  -2.4506  0.0047
H  -3.4108  0.3828  -2.1005  -0.0154
C  -0.9396  3.3828  -1.6836  0.0087
H  0.1418  3.5565  -1.7789  -0.0028
H  -1.4807  4.0971  -2.3255  -0.0013
H  -1.2351  3.5388  -0.6379  -0.0004
C  -1.6164  -1.7962  -1.1192  0.3488
O  -2.2262  -2.7717  -1.3310  0.2186
H  -0.0870  0.6759  -2.0265  -0.0272
O  -1.5870  -0.3515  1.3019  0.0009
C  -0.4848  -0.0191  1.8812  0.0243
O  0.4405  0.4573  1.1052  0.0139
C  -0.2628  -0.2243  3.3152  -0.0129
C  0.6804  -1.1681  3.7198  -0.0012
C  0.7756  -1.4738  5.0753  0.0008
C  -0.0317  -0.8090  6.0065  -0.0001
C  -0.9048  0.2026  5.5797  0.0005
C  -1.0312  0.5029  4.2227  0.0020
H  1.3142  -1.6399  2.9708  0.0004
H  1.4860  -2.2286  5.4095  0.0001
H  0.0287  -1.0676  7.0706  0.0000
H  -1.4968  0.7572  6.3096  0.0000
H  -1.6871  1.2926  3.8557  0.0009

Force components x, y, z for each atom (eV/Å):
-0.144 0.423 -1.495
0.166 -0.119 0.252
-0.164 0.109 -0.251
-0.737 -1.907 3.173
-0.821 1.422 0.357
0.374 -0.547 -0.161
-0.205 -0.131 0.091
0.043 0.089 -0.283
0.235 0.146 0.084
0.357 -0.489 -0.381
-0.153 -0.287 0.241
-0.024 0.036 -0.221
0.209 0.053 0.236
0.594 -0.240 -0.038
-0.049 0.004 -0.262
0.137 0.158 0.116
-0.094 -0.225 0.084
0.015 0.017 -0.119
0.086 -0.141 -0.063
-0.213 -0.075 0.020
0.067 0.185 0.049
-1.297 1.225 -0.988
0.332 -0.072 -0.372
-0.619 -0.152 0.129
0.333 0.346 0.053
-0.243 0.624 -0.277
-0.319 -0.118 0.010
0.277 0.047 0.244
0.080 -0.137 -0.318
-1.359 -0.672 -0.810
0.691 0.609 0.214
2.261 -0.860 -0.706
0.777 0.608 1.821
-0.287 0.390 -2.896
-0.197 -0.102 1.822
0.009 0.016 0.270
-0.274 0.231 0.354
-0.028 0.086 0.133
-0.048 0.154 -0.207
0.068 -0.042 0.067
0.295 -0.437 0.333
-0.168 -0.023 0.213
-0.175 0.158 -0.042
0.004 0.151 -0.497
0.176 -0.190 -0.169
0.030 -0.319 0.190

Its strongest force on any atom is 3.8 eV/Å. The value obtained for the gap between HOMO and LUMO (alpha / beta) is 0.2288 / 0.2267 Ha. The spin multiplicity is 3. The energy relative to the best compared isomer or geometry (same formula, charge and spin) is 0.0 kcal per mole. For the molecular weight, the calculation gives 352.17 g/mol. As for the total energy: -2306.87143 hartree.